1.
C29H65AsBrClCsN5O6Si5 | ωB97M-V with the def2-TZVPD basis set

Each line ends with the Mulliken charge.
Cartesian coordinates (Å):
1 Cs 1.122735 0.358004 0.185420  1.495
2 O 2.736995 2.094157 -3.969717  -0.900
3 Cl 1.465457 1.369850 -3.918897  1.783
4 O 1.347697 0.554028 -5.084400  -0.714
5 O 1.419851 0.580396 -2.721568  -0.718
6 O 0.393645 2.355817 -3.899535  -0.761
7 N 4.247963 1.281199 0.654320  -0.356
8 C 4.089418 2.427751 -0.244706  0.316
9 C 5.409221 3.170884 -0.508226  -1.092
10 C 5.320606 4.598390 -1.050193  -0.508
11 C 4.505536 4.837425 -2.312960  -0.931
12 N 3.100629 4.448250 -2.254928  0.307
13 C 2.148624 5.038604 -1.558500  0.094
14 N 0.862121 4.809708 -1.862902  -0.344
15 N 2.452839 5.945916 -0.595082  -0.301
16 C 2.998611 3.342580 0.355737  0.641
17 O 3.391740 4.261569 1.120672  -0.876
18 O 1.820751 3.140532 -0.016069  -0.448
19 H 4.445832 1.601317 1.596377  0.295
20 H 5.007065 0.679215 0.357731  0.215
21 H 3.699148 2.036870 -1.189646  0.130
22 H 6.009870 2.541072 -1.176857  0.422
23 H 5.953900 3.237651 0.437511  0.283
24 H 6.335295 4.949385 -1.270364  0.465
25 H 4.944410 5.238563 -0.255352  0.268
26 H 4.928040 4.279641 -3.150422  0.436
27 H 4.556470 5.900725 -2.564705  0.275
28 H 2.819674 3.627862 -2.802195  0.089
29 H 0.667040 4.059063 -2.527126  0.184
30 H 0.245486 4.781329 -1.062326  -0.145
31 H 3.096782 5.566312 0.117405  0.151
32 H 1.624238 6.308118 -0.145504  0.323
33 C -5.379920 0.826017 1.261375  -1.077
34 Si -3.646165 0.107571 1.038315  0.296
35 C -3.810449 -1.733689 0.830680  -0.412
36 C -2.640143 0.562621 2.542970  -0.594
37 As -2.473949 0.959103 -0.833804  0.249
38 Si -3.687474 0.179369 -2.682678  0.029
39 C -5.558203 0.325959 -2.497265  -1.086
40 C -3.176247 1.123773 -4.223494  -0.995
41 C -3.232020 -1.614236 -2.910542  -0.483
42 Si -2.805070 3.270809 -0.759345  0.496
43 C -4.509349 3.923153 -0.278724  -1.135
44 C -2.420525 4.018522 -2.444627  -0.982
45 C -1.585089 3.964495 0.491148  -0.573
46 H -5.884053 0.255962 2.048774  0.392
47 H -5.977904 0.746549 0.352194  0.204
48 H -5.361087 1.872548 1.566570  0.295
49 H -4.131200 -2.171707 1.782049  0.526
50 H -2.859591 -2.206487 0.539706  -0.246
51 H -4.563995 -1.985717 0.078156  0.281
52 H -3.148098 0.205733 3.444878  0.400
53 H -2.525473 1.646225 2.635112  0.207
54 H -1.640215 0.117396 2.539427  -0.128
55 H -5.861218 1.348100 -2.258596  0.231
56 H -5.921145 -0.330239 -1.703539  0.271
57 H -6.049554 0.030949 -3.429828  0.403
58 H -3.653416 2.102562 -4.290556  0.266
59 H -3.471036 0.543772 -5.103504  0.394
60 H -2.094402 1.267958 -4.262102  0.155
61 H -3.383949 -2.198602 -2.002007  -0.340
62 H -2.175184 -1.713249 -3.167872  0.270
63 H -3.827189 -2.056059 -3.716350  0.470
64 H -5.309397 3.423053 -0.827995  0.243
65 H -4.559428 4.994608 -0.499147  0.366
66 H -4.699327 3.791379 0.787088  0.305
67 H -3.288637 3.948341 -3.102607  0.361
68 H -1.590253 3.515054 -2.942357  0.041
69 H -2.178896 5.081446 -2.335767  0.464
70 H -1.841224 3.642095 1.503398  0.347
71 H -1.619018 5.060623 0.481753  0.404
72 H -0.554204 3.641716 0.315593  -0.288
73 C -0.473919 -6.030148 -0.061913  -0.830
74 Si -1.383843 -4.699005 -1.069665  -0.009
75 C -1.187872 -5.267318 -2.893735  -1.081
76 C -3.245120 -5.075578 -0.791835  -1.111
77 C -0.823249 -3.086580 -0.604807  0.349
78 H -0.881604 -7.029778 -0.245663  0.269
79 H -0.549403 -5.819857 1.008504  0.255
80 H 0.588150 -6.046901 -0.323443  0.080
81 H -1.597800 -6.268740 -3.074791  0.275
82 H -0.130272 -5.266441 -3.173927  0.241
83 H -1.700655 -4.566965 -3.561746  0.263
84 H -3.500187 -6.105998 -1.067109  0.363
85 H -3.874362 -4.409422 -1.392026  0.262
86 H -3.510133 -4.918132 0.257413  0.249
87 H -1.040976 -2.171016 -1.150100  -0.272
88 H 0.064028 -3.023504 0.018808  -0.187
89 Br 3.686025 -6.843203 0.981640  -0.199
90 C 3.249994 -5.041431 0.560697  -0.205
91 C 3.318961 -4.612884 -0.751426  -0.442
92 C 2.989987 -3.289006 -1.002763  -0.423
93 N 2.630210 -2.427906 -0.057782  0.161
94 C 2.548766 -2.872409 1.194195  -0.184
95 C 2.853007 -4.179026 1.560280  0.082
96 H 3.593279 -5.282802 -1.553269  0.419
97 H 3.000331 -2.910124 -2.018644  0.376
98 H 2.186209 -2.176638 1.948188  -0.079
99 H 2.756069 -4.498496 2.588072  0.284
100 C 3.751774 -2.499344 5.418746  -0.835
101 Si 1.895175 -2.221458 5.626299  -0.030
102 C 1.089076 -3.922116 5.735785  -0.922
103 C 1.661192 -1.396890 7.309288  -1.021
104 C 1.221635 -1.239946 4.292780  -1.317
105 C 0.771053 -0.587532 3.339101  0.778
106 H 4.169297 -3.090330 6.239828  0.271
107 H 4.272404 -1.539513 5.383327  0.284
108 H 3.962695 -3.020018 4.481279  0.177
109 H 1.504368 -4.519543 6.553320  0.254
110 H 1.222793 -4.474322 4.802715  0.248
111 H 0.013588 -3.816982 5.894928  0.299
112 H 2.082694 -2.001635 8.118337  0.258
113 H 0.598486 -1.243571 7.510360  0.274
114 H 2.144156 -0.417171 7.321228  0.273

Atoms 1-3, force components in eV/Å:
Cs -0.3 -0.6 0.3
O 0.0 0.1 0.2
Cl 0.1 0.4 -0.2

- Gap between HOMO and LUMO: 3.77 eV
- ΔE to the lowest compared entry with this formula, charge and spin: 1.0676 eV
- LUMO: 3.43 eV
- Max |F|: 0.9 eV/A
- Net charge: -2

=====

2.
C29H65HgN2O9S4 | ωB97M-V with the def2-TZVPD basis set

Each line ends with the Mulliken charge.
Cartesian coordinates (Å):
1 Hg -2.597245 -3.216570 -1.045060  1.491
2 C -0.819361 -0.174018 -0.009723  0.530
3 O -1.321341 -1.427970 -0.321958  0.104
4 H -1.367364 0.645219 -0.488716  0.205
5 H -0.877173 0.021348 1.072485  -0.834
6 H 0.262001 -0.079505 -0.192952  -0.291
7 C 2.864517 0.201464 -2.456709  -0.527
8 C 2.177944 1.494540 -2.020236  -0.101
9 N 1.157060 1.908165 -2.984626  1.081
10 C 0.222138 2.902368 -2.396924  0.218
11 C -1.025006 3.189986 -3.197917  -1.425
12 C 1.603977 2.228215 -4.328652  -0.849
13 C 2.786176 3.216174 -4.437124  -1.667
14 H 3.569256 0.477876 -3.242587  0.446
15 H 2.155716 -0.507930 -2.879809  -0.544
16 H 3.408217 -0.190282 -1.596246  0.562
17 H 1.652714 1.430569 -1.066263  -0.462
18 H 2.917509 2.293157 -1.879664  0.417
19 H 0.020417 2.556696 -1.383232  -0.501
20 H 0.729356 3.876431 -2.337383  0.569
21 H -1.398669 4.111206 -2.744382  0.503
22 H -0.827991 3.468393 -4.231299  0.433
23 H -1.783094 2.408397 -3.147985  0.238
24 H 0.824825 2.648138 -4.959424  0.468
25 H 1.904286 1.286600 -4.800007  0.287
26 H 3.624492 3.022564 -3.765482  0.303
27 H 2.463995 4.214147 -4.135769  0.345
28 H 3.142148 3.151556 -5.464217  0.457
29 C -1.619537 3.513624 1.064426  -0.088
30 C -2.666135 2.938546 2.052209  -0.938
31 N -2.543146 3.365777 3.432159  0.089
32 C -3.129707 4.712813 3.594918  -0.493
33 C -3.580532 4.970230 5.021957  -1.177
34 C -1.205794 3.347667 4.015694  -1.134
35 C -0.618953 1.951174 3.957388  0.097
36 H -0.582983 3.460741 1.406305  0.117
37 H -1.817024 4.545382 0.779931  0.438
38 H -1.523526 2.857858 0.194557  -0.243
39 H -3.697754 3.095755 1.736985  0.632
40 H -2.634999 1.843749 1.997668  0.050
41 H -2.408671 5.442047 3.204653  0.342
42 H -4.037107 4.785603 2.994507  0.384
43 H -3.708561 6.029029 5.261552  0.366
44 H -4.532483 4.481361 5.226478  0.310
45 H -2.880833 4.662112 5.801037  0.295
46 H -1.205511 3.693348 5.046455  0.549
47 H -0.568754 4.018175 3.422049  0.320
48 H -1.234433 1.310746 4.595585  0.382
49 H 0.364419 2.014305 4.426485  -0.022
50 H -0.625744 1.548554 2.946747  -0.342
51 C -1.212243 -1.473834 -5.715826  -0.826
52 C -0.354806 -0.433823 -4.991746  -0.447
53 C -0.841647 -0.493075 -3.556805  1.473
54 S -2.657174 -0.545379 -3.643772  1.010
55 O -3.183222 0.788831 -3.729018  -0.638
56 O -3.179358 -1.396071 -2.565714  -0.668
57 C -2.682145 -1.359173 -5.308201  -0.760
58 H -0.906915 -2.506350 -5.526910  0.277
59 H -1.100260 -1.393977 -6.798075  0.446
60 H -0.455745 0.563908 -5.423862  0.380
61 H 0.721539 -0.604884 -4.957032  0.240
62 H -0.365070 0.167458 -2.834098  -0.687
63 H -0.541872 -1.498469 -3.236930  -1.035
64 H -3.267262 -0.811478 -6.044384  0.410
65 H -3.153317 -2.337325 -5.224026  0.399
66 C 1.754587 -3.234718 -2.573667  -0.049
67 C 2.083757 -4.734946 -2.829818  -1.059
68 C 1.127362 -5.555855 -1.965509  -0.794
69 S 0.842578 -4.559548 -0.449259  1.064
70 O 1.600211 -5.044630 0.714615  -0.631
71 O -0.612994 -4.389913 -0.348563  -0.636
72 C 1.458812 -2.950588 -1.099936  1.097
73 H 0.886320 -2.893172 -3.144318  -0.167
74 H 2.578148 -2.688679 -3.030216  0.459
75 H 3.150884 -4.830081 -2.625688  0.347
76 H 1.980427 -5.042234 -3.869589  0.445
77 H 1.256258 -6.630211 -1.849638  0.496
78 H 0.135522 -5.511779 -2.423945  0.314
79 H 2.357389 -2.850616 -0.490981  0.410
80 H 0.635754 -2.277332 -0.853102  -1.148
81 C 2.576142 -0.928656 2.316856  0.334
82 C 3.138797 -0.904232 3.756123  -1.032
83 C 3.127333 0.487134 4.364821  -0.343
84 S 3.333646 1.641913 2.960444  0.997
85 O 4.685121 2.141099 2.889128  -0.711
86 O 2.242619 2.587744 3.034942  -0.525
87 C 3.022394 0.386095 1.666896  0.459
88 H 1.481140 -0.885911 2.372339  -0.414
89 H 2.716446 -1.864848 1.779161  0.279
90 H 4.167880 -1.268843 3.701853  0.366
91 H 2.596401 -1.547982 4.450209  0.440
92 H 3.796176 0.670523 5.197746  0.469
93 H 2.079031 0.702880 4.583060  -0.003
94 H 3.988469 0.337331 1.159839  0.519
95 H 2.322477 0.779438 0.931986  -0.778
96 C -0.272012 -3.711822 3.381097  0.233
97 C -0.846693 -2.512164 4.177717  -0.646
98 C -2.108150 -2.077220 3.427890  0.018
99 S -2.835262 -3.626978 2.708656  0.815
100 O -2.875636 -3.399588 1.256838  -0.626
101 O -4.059458 -3.918550 3.397820  -0.653
102 C -1.366781 -4.672061 3.054696  -0.846
103 H 0.572577 -4.239072 3.819639  0.555
104 H 0.101197 -3.296283 2.441254  -0.374
105 H -0.125645 -1.699762 4.223652  0.017
106 H -1.122622 -2.826903 5.186414  0.479
107 H -1.700999 -1.582860 2.539498  -0.437
108 H -2.879418 -1.434456 3.839988  0.570
109 H -1.302387 -5.228965 2.122890  0.327
110 H -1.520038 -5.324591 3.914681  0.395

Atoms 1-3, force components in eV/Å:
Hg 1.4 2.6 1.2
C -0.6 0.0 0.2
O 0.4 -1.8 0.0

- Gap between HOMO and LUMO: 3.67 eV
- ΔE to the lowest compared entry with this formula, charge and spin: 1.5524 eV
- LUMO: -6.02 eV
- Max |F|: 3.2 eV/A
- Net charge: +1

=====

Question: max |F| of number 1 (C29H65AsBrClCsN5O6Si5)?
Answer: 0.9 eV/A